(1)
DFT (ωB97M-V with the def2-TZVPD basis set) results for C17H23I2MnN2O as an isolated structure at a distorted geometry.

Output
orbital gap (spin up / spin down): 0.052 / 0.165 hartree
net charge: -2
2S+1: 5
energy: -70545.0052 eV

Each line ends with the Mulliken charge.
Element x y z (Å)
I 3.598283 -0.152246 0.905752  -0.01
I -3.913810 0.222068 0.085399  -0.60
Mn -1.332309 -0.246522 0.068845  -0.84
O -0.238766 2.185027 0.511808  -0.62
N -0.263819 -1.735219 -2.130436  0.35
N -0.873251 0.215507 -2.763982  0.35
C 1.738708 1.175570 -0.365267  -2.48
C -0.107273 0.541604 3.313805  -0.30
C -0.076365 -0.859074 2.656366  2.36
C 0.173936 -2.880692 -1.352738  -0.92
C 1.081212 1.233923 3.563645  -0.22
C -1.261123 1.608178 -2.813185  -0.88
C -0.135687 3.124895 4.439664  -0.30
C 0.258377 1.102494 0.222397  1.16
C 0.940226 -1.704776 3.467144  -1.93
C -1.410259 -1.594999 2.830079  -1.93
C 0.174141 -0.714739 1.176996  -1.10
C -1.335763 2.444731 4.196845  -0.85
C -1.310270 1.158294 3.633497  0.16
C -0.222847 -1.742717 -3.503465  -0.46
C -0.602079 -0.512285 -3.906822  -0.55
C -0.643701 -0.523824 -1.638656  0.09
C 1.067848 2.514561 4.123301  -0.98
H -1.839681 1.767011 -3.731356  0.33
H -1.877826 1.878619 -1.944755  0.29
H 1.818883 2.039997 -1.114836  0.28
H -0.379464 2.270411 -2.849665  0.28
H 0.666157 -1.692881 4.547288  0.37
H -0.555768 -3.161276 -0.589560  0.27
H 2.432225 1.553157 0.430369  0.42
H -2.265456 0.656015 3.439182  0.27
H 2.033592 0.776559 3.286899  0.36
H 0.056012 -2.597686 -4.067914  0.37
H -0.159104 4.135919 4.864702  0.33
H 1.137457 -2.698105 -0.862446  0.33
H -1.279655 -2.629037 2.496255  0.34
H -0.709480 -0.110553 -4.888675  0.46
H -2.203596 -1.161642 2.203845  0.31
H 0.914610 -2.746223 3.121407  0.48
H 1.973038 -1.355120 3.351905  0.34
H -1.748278 -1.613563 3.873002  0.47
H 1.970787 0.315344 -0.987522  0.42
H 0.304958 -3.707648 -2.055527  0.34
H -2.302744 2.902995 4.433627  0.34
H 0.847982 -1.481632 0.910517  0.78
H 2.024943 3.033983 4.288967  0.35

Force components x, y, z for each atom (eV/Å):
2.210 -1.510 0.990
-0.424 0.054 -0.098
0.798 1.191 0.964
-0.520 0.185 0.716
0.633 -0.496 0.012
0.395 0.247 -0.404
-2.391 2.072 -1.645
-0.185 -0.372 -0.106
-0.368 0.664 1.305
0.173 -0.189 0.073
0.091 0.260 0.050
-0.002 0.418 0.075
-0.737 0.176 0.137
1.593 -1.524 -0.049
0.177 0.004 -0.115
-0.397 -0.004 0.055
-0.817 1.230 -0.447
0.274 -0.210 -0.099
-0.419 0.584 0.309
-0.261 0.772 -0.219
0.123 -0.442 0.262
-0.798 -0.706 -0.518
0.543 -0.330 -0.232
0.018 -0.023 0.222
0.240 -0.200 -0.210
-0.313 -0.725 0.795
-0.265 -0.256 0.153
0.180 0.024 -0.627
0.049 0.176 -0.111
-0.821 -0.251 -0.520
0.442 0.227 0.047
-0.298 0.192 0.119
0.170 -0.422 -0.252
0.042 -0.400 -0.157
-0.245 0.079 -0.104
0.007 0.091 -0.018
-0.022 0.190 -0.298
0.028 -0.085 0.322
0.008 0.106 0.007
-0.245 -0.032 0.073
-0.091 0.001 0.043
0.200 -0.207 0.468
-0.050 0.005 0.129
0.405 -0.098 -0.102
1.400 -0.221 -0.923
-0.531 -0.247 -0.072

(2)
DFT (ωB97M-V with the def2-TZVPD basis set) results for a 2-piece molecular cluster, C2H8 overall.

Output
structure (SMILES): C.C
orbital gap: 0.529 hartree
energy: -2203.6187 eV

Each line ends with the Mulliken charge.
Element x y z (Å)
C 1.091497 8.450897 -9.325584  -0.86
C 2.606339 2.197905 -10.798779  -0.86
H 3.060424 1.274317 -11.187100  0.22
H 0.573733 7.883224 -8.538397  0.22
H 1.624237 2.350288 -11.270207  0.22
H 2.480997 2.114220 -9.709147  0.22
H 3.260137 3.052360 -11.027840  0.21
H 1.156479 9.508873 -9.031527  0.22
H 0.530350 8.366032 -10.267872  0.21
H 2.104711 8.045583 -9.463828  0.21

Force components x, y, z for each atom (eV/Å):
-0.004 0.000 0.003
0.002 -0.002 0.004
-0.168 0.342 0.142
0.192 0.208 -0.291
0.364 -0.055 0.174
0.045 0.032 -0.403
-0.243 -0.315 0.083
-0.022 -0.391 -0.110
0.209 0.031 0.348
-0.375 0.150 0.050

(3)
DFT (ωB97M-V with the def2-TZVPD basis set) results for C17H31F5P2V as an isolated structure at a distorted geometry.

Output
orbital gap (spin up / spin down): 0.286 / 0.286 hartree
2S+1: 4
energy: -75979.4622 eV

Each line ends with the Mulliken charge.
Element x y z (Å)
V 0.114848 -0.034395 2.636336  0.05
P 0.142427 1.626179 -2.054135  1.71
P 0.071315 -1.705601 -2.249705  1.73
F 1.321078 1.103645 5.772737  -0.26
F -1.982018 0.914964 4.475725  -0.36
F -0.419962 2.460273 3.960610  -0.31
F -0.448587 -0.048837 6.449053  -0.24
F -0.470223 2.143748 6.522067  -0.28
C 1.836695 0.621689 0.798703  -1.48
C -1.996396 -0.804303 0.864333  -1.03
C 1.251653 2.994896 -2.555191  -1.47
C -1.523628 0.526181 0.242587  0.56
C 1.314659 -0.713110 0.202262  0.61
C 0.436279 -1.645260 3.954454  -1.32
C -1.534542 2.265943 -2.505008  -1.62
C -0.870460 -1.666057 1.333612  -0.22
C -0.663675 1.421190 1.087185  0.15
C -0.602515 1.129385 4.375005  0.29
C 1.764603 -2.237653 -2.746077  -1.64
C -1.026528 -3.073791 -2.746427  -1.44
C -0.302904 -0.628535 -3.698187  -1.41
C 0.507004 -1.634770 1.062363  -0.39
C 0.442997 0.697408 -3.629999  -1.39
C 0.727210 1.548696 1.193948  -0.33
C -0.042838 1.075319 5.799594  0.52
H 0.661538 -2.612912 3.478718  0.54
H -0.490947 -1.704045 4.544783  0.29
H 2.456884 -1.381365 -2.751180  0.38
H 2.170141 -1.280251 -0.204030  0.79
H 0.115493 1.374536 -4.433262  0.60
H 0.731558 -0.357407 -0.680841  -1.90
H -1.041302 0.242970 -0.713612  -1.75
H 1.530247 0.553257 -3.710478  0.39
H 0.858745 3.386614 -3.504319  0.45
H -0.702239 -3.404755 -3.744190  0.44
H 1.705426 -2.668155 -3.756657  0.47
H 2.597071 0.433230 1.590894  0.40
H 1.292135 3.770480 -1.784480  0.38
H -1.392660 -0.479346 -3.732427  0.35
H 2.165406 -2.976016 -2.043955  0.39
H -2.611173 -1.375937 0.135334  0.59
H -0.977954 -3.887405 -2.013762  0.38
H -2.404213 1.110062 -0.077905  0.76
H -1.892741 2.986808 -1.762079  0.37
H -1.202041 -2.553757 1.880282  0.45
H -1.454222 2.747339 -3.488328  0.48
H -1.210719 2.285279 1.494470  0.44
H -2.050612 -2.673244 -2.787237  0.39
H -2.264747 1.444568 -2.557154  0.38
H 1.068989 -2.473130 1.502096  0.26
H 2.250762 2.560025 -2.702224  0.41
H -0.008394 -1.206288 -4.588163  0.64
H 2.424169 1.154326 0.025244  0.67
H 1.271723 -1.279015 4.565613  0.26
H 1.066219 2.506130 1.588203  0.45
H -2.709007 -0.579782 1.684775  0.42

Force components x, y, z for each atom (eV/Å):
0.458 -0.761 2.282
0.513 0.000 -0.870
-0.917 0.051 -0.394
-0.965 -0.029 0.190
0.282 0.409 0.169
-0.361 0.084 0.445
0.519 0.925 -0.407
0.441 -0.592 0.023
0.366 -0.677 -0.337
-0.527 0.707 -0.179
-0.340 0.224 -0.028
-0.663 -0.939 -0.966
0.329 1.222 -0.985
-0.052 0.318 -0.275
0.156 0.164 -0.010
1.801 -0.642 -0.723
1.100 0.962 -0.389
0.442 -0.414 -0.819
-0.115 -0.195 -0.190
0.384 -0.286 -0.335
0.266 -0.271 -0.252
-1.935 -0.606 0.216
-0.290 0.145 -0.085
-1.519 0.638 0.191
-0.388 0.075 0.103
-0.021 0.238 0.484
0.394 -0.222 0.142
-0.306 -0.221 -0.010
-0.261 0.216 0.279
0.276 -0.254 -0.091
0.641 -0.477 1.154
-0.124 0.161 0.802
-0.267 -0.018 -0.086
0.425 0.235 0.194
-0.416 -0.291 0.193
0.259 0.033 0.216
-0.559 0.318 0.099
0.064 -0.002 -0.248
0.274 0.002 -0.005
-0.084 0.032 -0.158
0.374 0.267 0.158
-0.079 0.068 -0.287
0.201 -0.219 0.339
0.047 -0.070 -0.152
0.224 0.361 0.119
-0.227 0.001 0.177
0.367 -0.405 -0.071
0.310 -0.217 0.001
0.289 0.218 0.013
-0.344 0.504 -0.238
-0.245 0.270 0.034
-0.224 0.269 -0.070
-0.221 -0.348 0.136
-0.146 -0.440 0.271
-0.083 -0.241 0.301
0.478 -0.281 -0.073

(4)
DFT (ωB97M-V with the def2-TZVPD basis set) results for a 2-piece molecular cluster, C2H7NO overall at a distorted geometry.

Output
structure (SMILES): C=CO.N
orbital gap: 0.351 hartree
energy: -5724.0036 eV

Each line ends with the Mulliken charge.
Element x y z (Å)
O 0.806825 0.072667 -1.307809  -0.51
N -1.866761 -0.067774 -0.388315  -0.79
C 1.416207 -0.363468 -0.177475  -0.16
C 1.517778 0.518543 0.896031  -0.69
H 0.967951 1.392492 0.787739  0.30
H 1.782041 -1.349527 -0.256731  0.37
H -1.481641 -0.517292 0.475014  0.29
H -0.155843 0.256466 -1.022318  0.43
H 1.931632 0.223230 1.813373  0.28
H -2.516110 0.656876 -0.023284  0.24
H -2.402081 -0.822212 -0.796223  0.23

Force components x, y, z for each atom (eV/Å):
-1.841 -0.176 0.159
0.119 0.049 1.852
0.021 3.625 2.317
-0.209 -3.945 -2.984
-0.534 1.755 -0.007
0.778 -0.950 0.236
-0.244 0.621 -0.826
1.156 -0.128 -0.887
0.551 -0.254 1.048
0.488 -0.761 -0.565
-0.285 0.164 -0.343